1.
DFT (ωB97M-V with the def2-TZVPD basis set) results for C32H42CeFN3O3S3 as an isolated structure in a non-equilibrium geometry.

Each line ends with the Löwdin spin population.
Geometry (Å):
Ce1 2.7443 1.0259 -0.6975  1.00
C1 6.0570 -0.8046 0.5590  0.00
C2 5.0369 -1.8673 0.1835  0.00
S1 3.3089 -1.6143 0.7196  0.00
C3 3.4562 -1.5058 2.5382  0.00
C4 2.6762 -0.3226 3.0786  0.00
S2 3.1060 1.3004 2.3619  0.00
C5 4.8963 1.3970 2.7562  0.00
C6 5.7724 1.8420 1.5980  0.00
S3 5.6480 0.9088 0.0283  0.00
H1 7.0004 -1.0483 0.0716  0.00
H2 6.2434 -0.7638 1.6303  0.00
H3 5.3658 -2.8270 0.5821  0.00
H4 4.9496 -1.9649 -0.8973  0.00
H5 4.5107 -1.4716 2.8035  0.00
H6 3.0445 -2.4235 2.9564  0.00
H7 2.8003 -0.2410 4.1580  0.00
H8 1.6134 -0.4227 2.8542  0.00
H9 5.1974 0.4278 3.1456  0.00
H10 5.0106 2.1186 3.5651  0.00
H11 6.8185 1.8129 1.9036  0.00
H12 5.5377 2.8643 1.3088  0.00
C7 0.5346 3.2580 -2.4901  0.00
C8 1.5563 3.4023 -1.3945  0.00
C9 1.1367 3.5391 -0.0669  0.00
C10 2.0047 3.9958 0.9274  0.00
C11 1.4926 4.3179 2.2973  0.00
C12 3.3341 4.2457 0.5846  0.00
C13 3.8119 4.0440 -0.7099  0.00
C14 5.2094 4.4527 -1.0807  0.00
C15 2.9187 3.5867 -1.6942  0.00
H13 0.1871 4.2575 -2.7594  0.00
H14 -0.3300 2.6830 -2.1580  0.00
H15 0.9466 2.7974 -3.3830  0.00
H16 0.0823 3.4403 0.1639  0.00
H17 1.1424 5.3529 2.3182  0.00
H18 2.2710 4.2197 3.0515  0.00
H19 0.6540 3.6803 2.5734  0.00
H20 3.9939 4.6835 1.3271  0.00
H21 5.1787 5.4431 -1.5396  0.00
H22 5.6612 3.7697 -1.7998  0.00
H23 5.8569 4.5269 -0.2080  0.00
H24 3.2420 3.5774 -2.7307  0.00
F1 -4.0300 0.6714 1.7329  0.00
C16 -3.4540 -0.1196 0.8117  0.00
C17 -2.1288 0.0772 0.5744  0.00
C18 -1.4515 -0.6572 -0.4096  0.00
C19 -0.0715 -0.3966 -0.7115  0.00
O1 0.6449 0.4192 -0.0306  0.00
C20 0.4497 -1.0941 -1.8443  0.00
C21 -0.2832 -2.0516 -2.4747  0.00
N1 -1.5412 -2.3593 -2.1143  0.00
C22 -2.2294 -3.4184 -2.8374  0.00
C23 -2.6533 -4.6499 -2.0932  0.00
C24 -1.5134 -4.7152 -3.0602  0.00
C25 -2.1795 -1.6242 -1.1318  0.00
C26 -3.5366 -1.8210 -0.8539  0.00
C27 -4.2243 -1.0810 0.1024  0.00
N2 -5.5780 -1.2992 0.3314  0.00
C28 -6.4740 -1.6992 -0.7449  0.00
C29 -7.3596 -2.8614 -0.2802  0.00
N3 -7.6536 -2.6956 1.1857  0.00
C30 -7.7084 -1.2491 1.5581  0.00
C31 -6.3020 -0.6534 1.4366  0.00
C32 1.8029 -0.5557 -2.2236  0.01
O2 2.8610 -1.0801 -1.8262  0.01
O3 1.8058 0.6362 -2.6450  0.00
H25 -1.5986 0.8370 1.1329  0.00
H26 0.1177 -2.6096 -3.3099  0.00
H27 -2.8649 -3.0411 -3.6297  0.00
H28 -3.5912 -5.1127 -2.3675  0.00
H29 -2.4176 -4.7096 -1.0386  0.00
H30 -1.6574 -5.2121 -4.0083  0.00
H31 -0.5197 -4.8263 -2.6469  0.00
H32 -4.0552 -2.5872 -1.4088  0.00
H33 -5.9266 -2.0074 -1.6284  0.00
H34 -7.0956 -0.8480 -1.0416  0.00
H35 -6.8727 -3.8242 -0.4174  0.00
H36 -8.3007 -2.8599 -0.8269  0.00
H37 -6.9111 -3.1372 1.7306  0.00
H38 -8.5242 -3.1694 1.4305  0.00
H39 -8.0671 -1.1448 2.5793  0.00
H40 -8.4227 -0.7652 0.8956  0.00
H41 -5.7586 -0.8246 2.3641  0.00
H42 -6.4051 0.4256 1.3031  0.00

The expectation value of S² is 0.7508. The highest occupied orbital energy (alpha / beta) comes out at -15.69 / -15.78 eV. The value obtained for the total energy is -92611.1370 eV. The spin multiplicity is 2. Its LUMO energy (alpha / beta) is -7.476 / -7.472 eV. For the HOMO-LUMO gap (alpha / beta), the calculation gives 8.2139 / 8.3103 eV. Its net charge is +3. The energy above the lowest of the compared OMol25 structures with the same formula, charge and spin comes out at 0.942 eV.


2.
DFT (ωB97M-V with the def2-TZVPD basis set) results for a 10-piece molecular cluster, C32H42N10 overall in a non-equilibrium geometry.

Each line ends with the Mulliken charge.
Geometry (Å):
C1 3.5400 1.1554 -6.0969  -0.88
C2 3.3202 0.3881 -4.9381  0.09
C3 1.9533 0.1278 -4.8486  -0.83
N1 1.3637 0.9029 -5.8025  0.04
C4 2.3156 1.6099 -6.5150  -0.48
H1 4.4873 1.3738 -6.5614  0.39
H2 4.0315 -0.0679 -4.2676  0.36
H3 1.3003 -0.5056 -4.2712  0.62
H4 0.3953 0.8851 -6.0670  0.23
H5 1.9711 2.2282 -7.3265  0.45
C5 -0.5632 4.7147 1.5668  -1.04
C6 -1.8679 4.9282 1.0385  -0.42
C7 -2.3338 3.7287 0.5305  -0.61
N2 -1.2275 2.9064 0.4691  0.51
C8 -0.1440 3.5190 1.0306  -0.06
H6 -0.0268 5.3694 2.2324  0.42
H7 -2.4858 5.7462 1.3841  0.37
H8 -3.3016 3.2965 0.3495  0.40
H9 -1.1922 1.9883 0.0531  0.16
H10 0.7944 2.9972 1.1170  0.32
C9 -3.1198 -3.4474 -3.4495  -0.04
C10 -4.4557 -2.9305 -3.3857  -0.58
C11 -4.8185 -2.5805 -4.6598  -0.45
N3 -3.8490 -3.0024 -5.5292  0.00
C12 -2.8526 -3.5968 -4.7748  -0.72
H11 -2.4949 -3.7593 -2.6303  0.48
H12 -5.0090 -2.7021 -2.4897  0.38
H13 -5.7025 -2.0460 -4.9662  0.37
H14 -3.8018 -2.7396 -6.4929  0.21
H15 -1.9639 -3.8804 -5.3196  0.36
C13 2.7949 1.8888 4.4559  -0.83
C14 2.6809 2.7024 5.6122  -0.73
C15 1.3578 2.6536 5.9427  -0.34
N4 0.6855 1.7952 5.1280  0.16
C16 1.5573 1.4087 4.1262  -0.38
H16 3.6796 1.7663 3.8468  0.40
H17 3.4864 3.2645 6.0486  0.43
H18 0.9364 3.1232 6.8209  0.40
H19 -0.3055 1.6151 5.2404  0.45
H20 1.1540 0.8705 3.2833  0.47
C17 0.6385 -0.8469 -0.8338  -0.48
C18 0.5681 0.1619 0.1665  0.15
C19 -0.4259 -0.2561 1.0354  -0.68
N5 -0.9265 -1.4477 0.6273  0.28
C20 -0.2184 -1.8520 -0.4708  -1.15
H21 1.1306 -0.8478 -1.7926  0.39
H22 1.2050 1.0274 0.2303  0.48
H23 -0.7160 0.2495 1.9442  0.18
H24 -1.5560 -1.9744 1.2099  0.38
H25 -0.5112 -2.7088 -1.0540  0.34
C21 -2.5915 1.5353 5.5322  -0.61
C22 -2.3295 2.6959 6.2660  -0.60
C23 -2.0538 3.6485 5.3205  -0.53
N6 -2.0523 3.0905 4.0727  0.23
C24 -2.3947 1.7538 4.1920  -0.64
H26 -2.7727 0.5709 5.9910  0.38
H27 -2.2888 2.8404 7.3304  0.42
H28 -1.7314 4.6788 5.3662  0.39
H29 -1.8789 3.5252 3.1791  0.38
H30 -2.4073 1.0660 3.3657  0.43
C25 1.2179 2.5880 -2.5365  -0.46
C26 -0.1735 2.4502 -2.9032  0.47
N7 -1.2669 2.3798 -3.2444  -0.54
H31 1.3573 3.1341 -1.6041  0.24
H32 1.7044 3.1328 -3.3474  0.35
H33 1.7072 1.6209 -2.4335  -0.01
C27 4.0583 -2.5109 -1.6679  0.16
C28 4.2981 -3.9090 -2.0188  0.28
N8 4.4130 -5.0099 -2.3244  -0.43
H34 3.0315 -2.3749 -1.3384  -0.27
H35 4.2568 -1.8779 -2.5298  -0.01
H36 4.6402 -2.2166 -0.7962  0.31
C29 -1.0981 -6.4773 -0.1954  -0.87
C30 -1.7613 -5.2614 0.2198  0.42
N9 -2.2783 -4.2935 0.5551  -0.43
H37 -1.4284 -7.2845 0.4553  0.32
H38 -0.0143 -6.3967 -0.2013  0.29
H39 -1.4495 -6.6197 -1.2219  0.27
C31 1.4349 -2.4413 2.9618  -0.43
C32 2.1518 -2.9825 1.8127  0.53
N10 2.6951 -3.4572 0.9208  -0.41
H40 0.3823 -2.7337 2.9435  0.21
H41 1.2747 -1.3627 3.0090  -0.17
H42 1.8699 -2.7020 3.9232  0.39

The SMILES is c1cc[nH]c1.c1cc[nH]c1.c1cc[nH]c1.c1cc[nH]c1.c1cc[nH]c1.c1cc[nH]c1.CC#N.CC#N.CC#N.CC#N. The highest occupied orbital energy comes out at -8.21 eV. The value obtained for the total energy is -48762.7716 eV. Its LUMO energy is 0.418 eV. For the HOMO-LUMO gap, the calculation gives 8.6307 eV. The energy above the lowest of the compared OMol25 structures with the same formula, charge and spin comes out at 0.833 eV.


3.
DFT (ωB97M-V with the def2-TZVPD basis set) results for C32H42N6O4S2Ti as an isolated structure in a non-equilibrium geometry.

Each line ends with the Löwdin spin population.
Geometry (Å):
Ti1 -0.0817 0.4679 0.4692  0.00
C1 -0.0790 1.9246 2.3719  0.00
C2 0.3205 0.6400 2.8195  0.00
C3 -0.8292 -0.2216 2.6551  0.00
C4 -1.8441 0.5857 2.0810  0.00
C5 -1.4201 1.9179 1.9752  0.00
C6 -2.3052 3.1467 1.8299  0.00
C7 -3.6106 2.8586 1.0904  0.00
C8 -1.5892 4.3391 1.1906  0.00
C9 -2.6526 3.5296 3.2797  0.00
C10 -1.3198 -1.5512 3.2800  0.00
C11 -2.2594 -2.2826 2.3025  0.00
C12 -2.1629 -1.1213 4.5008  0.00
C13 -0.2934 -2.5599 3.8005  0.00
C14 1.6456 0.4763 3.5765  0.00
C15 2.5133 1.7303 3.3983  0.00
C16 2.5022 -0.7057 3.1341  0.00
C17 1.3230 0.3672 5.0742  0.00
H1 0.5542 2.7949 2.3614  0.00
H2 -2.8311 0.2319 1.8343  0.00
H3 -3.4498 2.6237 0.0431  0.00
H4 -4.2478 3.7465 1.1391  0.00
H5 -4.1602 2.0310 1.5465  0.00
H6 -1.3259 4.1508 0.1551  0.00
H7 -0.6718 4.5920 1.7294  0.00
H8 -2.2496 5.2107 1.2309  0.00
H9 -3.1500 2.7046 3.7968  0.00
H10 -3.3240 4.3932 3.2796  0.00
H11 -1.7534 3.7891 3.8449  0.00
H12 -3.2230 -1.7793 2.2108  0.00
H13 -2.4529 -3.2889 2.6829  0.00
H14 -1.8424 -2.3814 1.3002  0.00
H15 -2.9751 -0.4542 4.2043  0.00
H16 -1.5550 -0.6016 5.2457  0.00
H17 -2.6015 -2.0048 4.9755  0.00
H18 0.3233 -2.9657 3.0019  0.00
H19 -0.8526 -3.3813 4.2584  0.00
H20 0.3497 -2.1431 4.5735  0.00
H21 2.7134 1.9382 2.3468  0.00
H22 3.4707 1.5603 3.8979  0.00
H23 2.0562 2.6125 3.8521  0.00
H24 2.8654 -0.5638 2.1176  0.00
H25 1.9588 -1.6406 3.1551  0.00
H26 3.3664 -0.7867 3.8032  0.00
H27 0.7080 1.2127 5.3970  0.00
H28 2.2551 0.3822 5.6479  0.00
H29 0.7883 -0.5485 5.3251  0.00
N1 -1.2363 -1.5690 -2.3957  0.00
N2 -0.6533 -0.4941 -3.0780  0.00
C18 0.7146 -0.2673 -2.7694  0.00
N3 1.1939 0.7751 -3.6210  0.00
N4 0.8554 0.0537 -1.3596  0.00
N5 1.9810 0.5098 -0.9495  0.00
O1 3.0077 0.7254 -1.5558  0.00
O2 1.8848 0.7556 0.3591  0.00
H30 -1.0358 -2.4619 -2.8253  0.00
H31 -2.2135 -1.3902 -2.2051  0.00
H32 -0.7741 -0.5154 -4.0850  0.00
H33 1.0797 0.5164 -4.5920  0.00
H34 2.1731 0.9516 -3.4334  0.00
S1 0.5589 -2.0404 0.4936  0.00
C19 2.1608 -2.3801 -0.2201  0.00
C20 3.0789 -2.9031 0.7107  0.00
C21 4.3467 -3.3388 0.3743  0.00
C22 4.7689 -3.2432 -0.9442  0.00
C23 3.9010 -2.7273 -1.8846  0.00
C24 2.5949 -2.3190 -1.5642  0.00
S2 1.6785 -1.8984 -3.0249  0.00
H35 2.7500 -2.9771 1.7363  0.00
H36 5.0014 -3.7372 1.1405  0.00
H37 5.7634 -3.5575 -1.2377  0.00
H38 4.2240 -2.6308 -2.9141  0.00
O3 -0.0992 2.2710 -0.5322  0.12
C25 -1.2295 1.9355 -1.1251  0.19
N6 -1.7587 0.7480 -0.6993  0.00
C26 -2.9480 0.4931 -1.3771  0.11
O4 -3.6599 -0.5139 -1.2364  0.17
C27 -3.1319 1.6295 -2.2698  0.12
C28 -4.1517 1.9152 -3.1789  0.00
C29 -4.0835 3.0826 -3.9100  0.09
C30 -2.9935 3.9837 -3.7448  0.03
C31 -1.9799 3.7217 -2.8565  0.04
C32 -2.0456 2.5317 -2.1032  0.10
H39 -4.9790 1.2246 -3.2985  0.00
H40 -4.8664 3.3207 -4.6202  0.01
H41 -2.9637 4.8910 -4.3373  0.00
H42 -1.1471 4.4060 -2.7413  0.00

The expectation value of S² is 0.7680. The highest occupied orbital energy (alpha / beta) comes out at -2.75 / -4.91 eV. The value obtained for the total energy is -95783.5182 eV. The spin multiplicity is 2. Its LUMO energy (alpha / beta) is 2.531 / 2.545 eV. For the HOMO-LUMO gap (alpha / beta), the calculation gives 5.2834 / 7.4546 eV. Its net charge is -1. The energy above the lowest of the compared OMol25 structures with the same formula, charge and spin comes out at 1.547 eV.